Record 1
Computed, not measured: a structure of composition C21H32IrN in a non-equilibrium geometry, with ωB97M-V/def2-TZVPD.

Properties
- 2S+1 = 6
- <S²> = 8.78
- lowest unoccupied orbital energy (spin up / spin down) (eV) = -2.49 / -5.30
- energy above the lowest of the compared OMol25 structures with the same formula, charge and spin (kcal/mol) = 18.16
- E_tot (eV) = -26611.75692
- charge = +1
- gap between HOMO and LUMO (spin up / spin down) (eV) = 5.3 / 6.2
- HOMO energy (spin up / spin down) (eV) = -7.8 / -11.5

Cartesian coordinates (Å):
1 C 0.8966 0.6220 2.5768
2 C 0.2857 1.7912 1.9809
3 C 1.0623 2.1507 0.8259
4 C 2.0485 1.1681 0.6231
5 C 1.9135 0.1575 1.6488
6 Ir -0.0500 -0.1424 0.8198
7 C -0.7863 -2.4534 -1.7175
8 C -0.8867 -2.7630 -0.3920
9 H -1.6707 -3.4237 0.0182
10 C 0.0142 -2.1340 0.6132
11 H 1.0686 -2.3922 0.4194
12 H -0.2229 -2.5192 1.6230
13 C -1.7474 -2.9495 -2.7723
14 H -2.7667 -3.0649 -2.4077
15 H -1.7587 -2.2263 -3.5919
16 H -1.4453 -3.9042 -3.2176
17 C 0.5486 -2.0169 -2.2941
18 H 1.1433 -1.4433 -1.5707
19 H 1.1881 -2.8663 -2.5926
20 H 0.3890 -1.3873 -3.1747
21 C -0.8227 2.5990 2.5755
22 H -1.2184 2.1258 3.4757
23 H -0.4596 3.6046 2.8403
24 H -1.6393 2.7277 1.8516
25 C 0.7975 3.3811 0.0241
26 H -0.2504 3.4379 -0.2958
27 H 1.0038 4.2741 0.6244
28 H 1.4235 3.4180 -0.8739
29 C 3.1278 1.1485 -0.4097
30 H 2.8366 1.7112 -1.3054
31 H 4.0432 1.6148 -0.0145
32 H 3.3804 0.1190 -0.6955
33 C 2.8506 -0.9687 1.9247
34 H 3.2089 -1.4054 0.9805
35 H 3.7192 -0.6056 2.4872
36 H 2.3501 -1.7347 2.5160
37 C 0.6796 0.0851 3.9550
38 H 0.6032 -1.0072 3.9159
39 H 1.5131 0.3440 4.6272
40 H -0.2421 0.4942 4.3801
41 C -0.7906 0.1566 -1.0872
42 C -1.9444 -0.4996 -1.5028
43 C -0.1615 0.9988 -2.0154
44 C -2.7390 -0.0022 -2.5450
45 H -2.3903 -1.1450 -0.7344
46 C -0.8814 1.4263 -3.1500
47 H 0.8705 1.3273 -1.8913
48 C -2.1846 0.9651 -3.3921
49 H -3.7692 -0.3802 -2.6608
50 H -0.3977 2.1061 -3.8601
51 H -2.7806 1.3706 -4.2219
52 N -1.9913 -0.4346 1.6402
53 H -2.5911 -1.0494 1.0871
54 H -2.4751 0.4563 1.7636
55 H -1.9025 -0.8625 2.5685

Record 2
Computed, not measured: a cluster of 3 separate species, C28H51FN3O7 in total in a non-equilibrium geometry, with ωB97M-V/def2-TZVPD.

Properties
- lowest unoccupied orbital energy (eV) = -2.02
- E_tot (eV) = -51372.17874
- charge = +1
- gap between HOMO and LUMO (eV) = 10.4
- HOMO energy (eV) = -12.4

Cartesian coordinates (Å):
1 C -3.4925 -1.5717 -2.0729
2 C -3.7354 -0.4394 -3.2381
3 C -2.8258 0.9009 -2.9694
4 C -1.2991 0.3528 -2.7973
5 C -0.1814 1.4051 -3.2818
6 C 1.3489 0.8294 -3.1384
7 C 1.5836 0.6388 -1.5317
8 C 2.1371 -0.8453 -1.1472
9 C 1.2021 -2.0443 -1.7108
10 C 2.1168 -3.2354 -2.3885
11 N 0.3184 -2.6745 -0.6832
12 C 1.0568 -3.1359 0.5344
13 N 0.0483 -3.1186 1.6724
14 C -0.7883 -2.1213 1.3868
15 O -1.6728 -1.2448 1.1879
16 C 2.4160 -2.3298 0.8576
17 C 2.7410 -2.5192 2.4185
18 C 2.8947 -4.1255 2.7265
19 C 4.0625 -4.4215 3.8184
20 F 5.3536 -3.9159 3.3585
21 N 2.3457 -0.9137 0.3697
22 C 3.5053 -0.0321 0.7484
23 C 3.0064 1.3279 1.5179
24 C 2.2630 1.0391 2.9219
25 C 1.0361 2.1394 3.0180
26 H -4.4847 -2.0547 -1.7411
27 H -2.7389 -2.3862 -2.4264
28 H -3.0567 -1.0338 -1.1396
29 H -3.2764 -0.9125 -4.1985
30 H -4.8447 -0.1703 -3.3556
31 H -2.8765 1.6324 -3.8512
32 H -3.2182 1.3880 -1.9884
33 H -1.2084 0.0510 -1.6768
34 H -1.2253 -0.6552 -3.3799
35 H -0.2923 2.4130 -2.7390
36 H -0.3391 1.6139 -4.4063
37 H 1.5040 -0.1473 -3.7298
38 H 2.0788 1.6082 -3.5955
39 H 2.3380 1.4787 -1.2423
40 H 0.6429 0.8355 -0.9040
41 H 3.1446 -0.9469 -1.7227
42 H 0.4984 -1.7037 -2.5729
43 H 3.1889 -2.9001 -2.6216
44 H 1.6400 -3.5077 -3.4168
45 H 2.1122 -4.2053 -1.7767
46 H -0.2842 -3.4159 -1.0785
47 H 1.3428 -4.2513 0.3889
48 H 3.2650 -2.8457 0.2471
49 H 3.7436 -2.0585 2.7639
50 H 1.9392 -2.1362 3.1413
51 H 1.9025 -4.5551 3.1312
52 H 3.1812 -4.7206 1.7874
53 H 3.7842 -4.0890 4.8793
54 H 4.1797 -5.5775 3.8528
55 H 1.4710 -0.4912 0.7707
56 H 4.0110 0.3645 -0.2234
57 H 4.3402 -0.5455 1.3403
58 H 3.9288 1.9969 1.6917
59 H 2.2761 1.9508 0.8749
60 H 2.9852 1.2874 3.7800
61 H 1.7529 0.0156 3.0022
62 H 0.0463 1.7038 2.5831
63 H 1.2562 3.0931 2.3948
64 H 0.9006 2.5062 4.1053
65 C -8.4602 0.7173 -6.3829
66 C -6.9811 0.5642 -6.0996
67 C -6.1054 1.2200 -7.1259
68 O -4.9239 0.4322 -7.0712
69 C -5.3069 -0.8112 -6.6598
70 O -4.6070 -1.7855 -6.7054
71 O -6.5874 -0.8012 -6.1933
72 H -9.0487 0.2326 -5.5987
73 H -8.7480 1.7706 -6.4341
74 H -8.7323 0.2290 -7.3229
75 H -6.7492 0.9174 -5.0879
76 H -5.8883 2.2624 -6.8836
77 H -6.5104 1.1678 -8.1423
78 C 1.3568 5.3839 8.4432
79 C 1.6017 4.3045 7.4107
80 C 2.5692 3.2523 7.8648
81 O 3.1373 2.8076 6.6397
82 C 3.0618 3.8595 5.7742
83 O 3.6370 3.9129 4.7171
84 O 2.2540 4.8409 6.2633
85 H 0.6365 6.1145 8.0645
86 H 0.9691 4.9624 9.3743
87 H 2.2758 5.9361 8.6592
88 H 0.6509 3.8645 7.0879
89 H 2.0756 2.4291 8.3853
90 H 3.3729 3.6428 8.4981

Record 3
Computed, not measured: a cluster of 2 separate species, C3H5N2P in total in a non-equilibrium geometry, with ωB97M-V/def2-TZVPD.

Properties
- lowest unoccupied orbital energy (eV) = -0.37
- energy above the lowest of the compared OMol25 structures with the same formula, charge and spin (kcal/mol) = 54.39
- E_tot (eV) = -15457.96468
- charge = 0
- gap between HOMO and LUMO (eV) = 8.4
- HOMO energy (eV) = -8.7

Cartesian coordinates (Å):
1 C 1.0284 1.0951 -0.0967
2 C 2.2195 -0.7494 -0.2459
3 C 0.1865 0.0201 -0.0969
4 N 2.3032 0.6118 -0.2431
5 N 0.9322 -1.1229 -0.1996
6 P -2.3099 -0.1223 -0.2241
7 H 0.8010 2.1420 -0.3049
8 H 2.9949 -1.4588 -0.3677
9 H 0.6780 -2.1249 -0.2587
10 H -2.0283 1.1227 -1.0221
11 H -2.7190 0.6594 0.9406

Record 4
Computed, not measured: a cluster of 17 separate species, C21H71FN26O20 in total in a non-equilibrium geometry, with ωB97M-V/def2-TZVPD.

Properties
- lowest unoccupied orbital energy (eV) = -0.45
- E_tot (eV) = -105346.60859
- charge = 0
- gap between HOMO and LUMO (eV) = 8.5
- HOMO energy (eV) = -9.0

Cartesian coordinates (Å):
1 O -0.9889 0.2514 0.1307
2 H -0.8084 0.9444 0.7701
3 H -1.5875 -0.3452 0.5861
4 H -0.1641 -0.2103 -0.0365
5 F -2.8403 -0.9167 1.6885
6 C 6.4278 -0.4864 0.2492
7 C 5.6227 0.7679 0.2770
8 O 6.2578 1.7610 -0.5718
9 C 6.0792 1.7906 -1.9697
10 O 5.4945 1.0116 -2.6816
11 O 6.7221 2.9133 -2.3729
12 C 6.8304 3.2242 -3.7386
13 H 6.1700 -1.0896 -0.6213
14 H 6.2197 -1.1042 1.1228
15 H 7.4799 -0.2488 0.0921
16 H 5.4204 1.1807 1.2653
17 H 4.5890 0.5723 -0.0081
18 H 5.9782 3.4341 -4.3851
19 H 7.2833 2.4501 -4.3580
20 H 7.5370 4.0525 -3.7906
21 C 3.5103 -5.8676 -0.2590
22 C 3.7698 -5.7090 -1.6827
23 O 3.5693 -4.3509 -2.1879
24 C 2.3747 -3.8391 -2.6517
25 O 1.3727 -4.5555 -2.7742
26 O 2.3921 -2.4973 -2.9368
27 C 3.5088 -1.6367 -2.7089
28 H 3.8949 -4.9623 0.2108
29 H 3.9055 -6.8044 0.1336
30 H 2.4481 -5.8843 -0.0152
31 H 3.1724 -6.4820 -2.1660
32 H 4.7906 -6.0526 -1.8504
33 H 3.8160 -1.7759 -1.6724
34 H 3.4393 -0.5821 -2.9754
35 H 4.3522 -1.9325 -3.3328
36 C 2.1978 2.9651 0.6997
37 O 2.8247 2.5210 1.6566
38 N 1.8295 4.1945 0.5156
39 N 1.6817 2.3570 -0.3340
40 H 0.9208 4.2905 0.0852
41 H 2.0121 4.7165 1.3608
42 H 1.8257 1.3576 -0.3563
43 H 1.2393 2.7866 -1.1338
44 C -4.2405 3.9041 -0.4600
45 O -3.6655 4.8770 -0.0828
46 N -4.7060 3.7650 -1.7103
47 N -4.2925 2.7917 0.1340
48 H -4.4184 4.5289 -2.3052
49 H -5.3486 3.0541 -2.0294
50 H -4.0773 2.7687 1.1206
51 H -4.7414 2.0151 -0.3303
52 C 3.2335 1.5918 5.2471
53 O 4.3823 2.0738 5.1401
54 N 2.8113 0.9508 6.2997
55 N 2.3240 1.6290 4.3039
56 H 3.3141 1.1081 7.1614
57 H 1.8921 0.5740 6.1172
58 H 1.4089 1.2484 4.4986
59 H 2.5378 2.1662 3.4757
60 C 2.9117 2.9596 -4.6170
61 O 3.8415 2.8832 -5.4207
62 N 2.7291 2.3143 -3.5732
63 N 1.9219 3.7448 -4.8255
64 H 3.4672 1.7128 -3.2363
65 H 1.8044 2.2952 -3.1674
66 H 1.0839 3.5568 -4.2940
67 H 1.9359 4.2068 -5.7235
68 C 2.0275 -1.1720 1.2200
69 O 1.4877 -0.8968 0.1966
70 N 1.9532 -2.3719 1.6643
71 N 2.7038 -0.3865 1.9711
72 H 2.3638 -2.6364 2.5483
73 H 1.4381 -3.0697 1.1468
74 H 2.6168 0.6047 1.7975
75 H 2.5946 -0.7130 2.9206
76 C -1.5407 -1.6614 5.0003
77 O -1.0042 -1.3647 6.0740
78 N -2.6395 -1.0727 4.5998
79 N -1.0925 -2.4629 4.1270
80 H -2.8775 -1.1435 3.6208
81 H -2.7327 -0.2154 5.1257
82 H -1.7314 -2.6839 3.3766
83 H -0.1096 -2.6894 4.1776
84 C -0.7317 -3.1779 -0.1996
85 O -0.8823 -2.3483 -1.0344
86 N 0.0723 -4.1550 -0.2946
87 N -1.3431 -3.2747 0.9162
88 H 0.4444 -4.2275 -1.2308
89 H 0.0601 -4.9258 0.3579
90 H -1.3155 -4.0712 1.5367
91 H -1.8956 -2.5057 1.2676
92 C -0.3722 4.8899 -2.3995
93 O 0.7858 4.6108 -2.2769
94 N -1.0880 4.8087 -3.4890
95 N -1.1972 5.0645 -1.4431
96 H -1.9736 5.2717 -3.6358
97 H -0.6764 4.3161 -4.2688
98 H -0.7943 4.8795 -0.5357
99 H -2.1784 5.1137 -1.6776
100 C -6.3360 -1.3644 2.5670
101 O -7.4937 -1.6072 2.7990
102 N -5.2961 -2.1856 2.5476
103 N -5.9462 -0.1838 2.1090
104 H -5.4577 -3.1366 2.8471
105 H -4.3719 -1.8934 2.2636
106 H -4.9510 -0.0831 1.9692
107 H -6.6072 0.5563 1.9209
108 C -4.9305 -5.4548 1.5715
109 O -4.5391 -6.1469 2.5333
110 N -4.1964 -4.7609 0.7515
111 N -6.2052 -5.3167 1.4126
112 H -3.1903 -4.8209 0.8162
113 H -4.5714 -4.3522 -0.0926
114 H -6.8864 -5.7752 2.0007
115 H -6.5278 -4.8195 0.5947
116 C -4.9988 0.1304 -2.2561
117 O -5.7325 0.9427 -1.7614
118 N -4.8012 -0.0122 -3.5628
119 N -4.2245 -0.7084 -1.5417
120 H -4.4669 -0.9375 -3.7908
121 H -5.1220 0.5665 -4.3259
122 H -3.7480 -1.4964 -1.9566
123 H -4.2674 -0.4056 -0.5791
124 C -1.1523 0.7038 -3.1782
125 O -0.1636 1.1318 -2.5926
126 N -1.4204 -0.5725 -3.0235
127 N -2.0880 1.3820 -3.8202
128 H -2.0115 -1.1374 -3.6166
129 H -0.8575 -1.0742 -2.3515
130 H -2.0524 2.3906 -3.7830
131 H -2.9543 0.8922 -3.9931
132 C -1.1127 2.1030 3.0279
133 O -0.3127 1.6081 2.2886
134 N -2.2532 1.5163 3.3143
135 N -1.0010 3.3312 3.6051
136 H -2.4456 0.5841 2.9764
137 H -2.6030 1.7464 4.2334
138 H -1.6744 3.6500 4.2869
139 H -0.0812 3.7473 3.6344